Entry 1:
Here is a 2-piece molecular cluster, C17H19N overall from OMol25. Energies are from the ωB97M-V functional and the def2-TZVPD basis.

Its spin multiplicity is 2. As for the charge: -1. Its expectation value of S² is 0.77. The calculation puts the relative energy (zero: lowest compared OMol25 entry of this formula, charge and spin) at 44.82 kcal/mol. For the HOMO energy (alpha / beta), the calculation gives 0.558 / -3.103 eV. The largest force on an atom comes out at 6.1 eV Å⁻¹. For the LUMO energy (alpha / beta), the calculation gives 3.1 / 3.0 eV.

Geometry as XYZ:
```
37
Properties=species:S:1:pos:R:3:forces:R:3:nbo_charge:R:1
C -2.698 -2.885 0.737 -3.890 2.169 -0.943 -0.611
N 0.430 -1.372 1.719 -0.204 -2.708 -2.421 -0.574
C -0.287 -2.751 0.008 1.158 1.444 1.828 -0.146
C -0.328 4.509 1.082 -1.651 -0.753 -1.132 -0.229
C 2.158 -2.278 -0.089 -1.935 0.820 1.002 -0.428
C 1.369 3.100 1.958 -0.259 -1.293 -1.979 -0.212
C -0.457 3.697 -0.057 0.620 -0.373 0.762 -0.187
H -1.104 5.267 1.277 0.703 -0.012 -0.337 0.201
C 1.261 2.336 0.740 1.436 -1.227 1.740 -0.206
C 0.581 4.209 2.097 0.253 0.692 -1.175 -0.243
H 0.776 5.041 2.740 -0.030 -0.209 1.241 0.206
C -0.974 -1.444 1.771 1.530 -1.059 -0.451 -0.165
H -0.833 0.546 -2.957 0.651 -0.411 1.930 0.221
H 1.347 1.264 -1.572 -2.333 1.435 -0.437 0.202
H -3.221 -2.171 -0.027 0.786 -1.236 0.395 0.178
H -1.541 -0.912 2.479 -0.458 0.297 0.861 0.184
H -1.714 1.280 -1.630 -0.373 -0.109 -0.126 0.182
C 2.130 -2.892 -1.361 1.787 0.278 -0.946 -0.285
C 0.989 -3.318 -1.965 -0.711 -1.101 -0.290 -0.256
C 0.408 2.575 -0.271 -2.985 3.187 0.410 -0.045
H 0.811 -0.533 1.985 1.593 2.046 0.407 0.372
C -0.242 -3.262 -1.270 -1.395 -1.870 -2.098 -0.372
H 0.403 2.644 -2.447 -0.516 -1.322 1.749 0.203
H 2.032 2.721 2.704 0.483 0.195 0.360 0.211
H -1.206 3.812 -0.830 -0.234 0.598 0.191 0.201
H 1.072 -3.830 -2.943 -0.233 0.496 0.545 0.184
C -0.754 0.793 -1.840 -1.435 2.011 -0.192 -0.635
H -0.686 0.080 -1.026 0.187 -1.033 -0.716 0.250
H -3.496 -2.655 1.567 1.991 -0.969 -0.746 0.196
H -1.178 -3.742 -1.644 0.940 0.422 -0.074 0.179
C 0.862 -2.129 0.529 0.849 1.156 1.411 0.198
H 1.850 1.434 0.556 0.346 0.178 0.633 0.214
C 0.274 1.882 -1.555 5.153 -1.716 -2.853 -0.417
C -1.329 -2.420 0.889 -1.475 0.114 0.400 -0.142
H -2.803 -3.880 0.315 -0.087 -0.200 0.271 0.207
H 3.031 -1.784 0.288 0.336 0.108 0.208 0.187
H 3.069 -2.932 -1.958 -0.598 -0.042 0.573 0.177
```
Positions in Å, forces in eV/Å.

=====

Entry 2:
Here is C31H38Cl3FeN2P2Si3 as an isolated structure from OMol25. Energies are from the ωB97M-V functional and the def2-TZVPD basis.

Its spin multiplicity is 5. As for the charge: -1. Its expectation value of S² is 6.02. The calculation puts the relative energy (zero: lowest compared OMol25 entry of this formula, charge and spin) at 3.45 kcal/mol. For the HOMO energy (alpha / beta), the calculation gives -4.007 / -4.658 eV. The largest force on an atom comes out at 0.8 eV Å⁻¹. For the LUMO energy (alpha / beta), the calculation gives 2.5 / 2.5 eV.

Geometry as XYZ:
```
80
Properties=species:S:1:pos:R:3:forces:R:3:mulliken_charge:R:1
H -3.687 0.335 3.830 0.006 0.023 -0.005 0.294
H -4.178 -1.302 4.275 0.005 -0.007 0.004 0.455
H -3.752 -3.534 2.303 0.015 -0.037 -0.004 0.351
H -2.292 -3.578 1.288 0.012 -0.006 0.001 0.307
C -2.462 4.051 3.713 0.020 0.012 0.002 -0.721
C -1.639 2.126 2.503 0.251 0.072 -0.084 0.703
H 4.663 0.780 -2.982 -0.002 0.001 -0.014 0.413
H 5.137 4.333 -0.640 0.004 -0.001 -0.001 0.420
H 2.256 -2.516 3.023 0.007 -0.031 -0.014 0.181
C 2.084 2.076 3.247 0.022 0.061 0.024 -0.871
P -1.500 1.097 0.973 -0.178 0.093 -0.152 1.503
C 4.806 0.289 1.810 0.004 0.020 -0.014 -0.964
P 1.426 1.269 0.679 0.023 0.309 -0.083 1.533
H 3.148 -2.794 -0.095 -0.002 -0.016 0.008 0.285
C 3.239 1.080 -1.417 0.005 -0.050 0.045 -0.809
H -1.313 -3.088 4.033 -0.006 -0.008 0.005 0.376
H -5.978 3.482 -1.605 -0.001 0.008 0.000 0.356
Si -2.443 -1.445 2.534 -0.047 -0.121 0.002 0.268
C -1.217 -2.015 3.857 -0.005 0.044 -0.027 -0.686
C 5.021 2.611 -1.916 -0.007 0.013 0.034 -0.551
H 4.860 -2.518 0.292 0.001 -0.018 0.004 0.398
H -3.693 -2.636 0.774 -0.022 0.006 0.002 0.282
H 4.513 1.120 2.455 0.037 -0.003 -0.013 0.281
H 3.213 3.706 0.716 -0.022 -0.008 -0.009 0.281
C -1.292 2.319 4.888 0.032 -0.032 0.010 -0.847
H 5.632 -0.237 2.298 0.014 -0.012 -0.012 0.473
H -2.692 3.773 1.608 -0.001 0.011 -0.013 0.424
C 2.786 1.898 -0.382 0.067 0.020 0.021 0.967
C -5.308 2.108 -0.098 0.012 -0.005 0.017 -0.681
C -3.837 3.336 -1.547 -0.015 -0.027 -0.002 -0.761
Fe 0.225 -1.296 0.636 -0.208 -0.682 -0.238 0.385
N -1.642 -0.437 1.402 0.211 0.035 0.114 0.382
C 1.187 4.680 2.946 -0.023 0.018 0.028 -0.713
H -0.185 -1.833 3.542 0.000 -0.028 0.005 -0.074
C -3.107 -2.946 1.643 -0.040 0.027 -0.019 -1.137
C 4.339 1.434 -2.182 -0.037 -0.023 0.021 -1.230
H -2.099 4.071 5.829 -0.008 0.000 -0.001 0.387
H -4.355 0.813 1.317 -0.001 -0.015 -0.031 0.048
H 1.918 5.003 4.939 0.005 0.001 0.001 0.370
H 5.182 0.707 0.873 -0.014 0.023 -0.012 0.188
H 0.819 5.693 2.834 0.001 0.004 -0.002 0.411
C -4.210 1.516 0.507 0.008 0.022 -0.061 -0.131
H 2.740 0.143 -1.620 -0.032 0.049 -0.002 0.638
C -2.921 1.822 0.084 -0.131 -0.224 0.066 -0.644
N 1.879 -0.177 1.209 -0.132 0.076 0.052 0.687
C 1.488 2.463 2.055 0.023 -0.032 -0.059 0.681
C -0.136 1.264 -0.086 0.347 0.094 0.182 -0.344
C 3.498 3.067 -0.107 -0.121 -0.026 -0.087 -0.458
Si -0.263 -0.192 -1.454 0.046 0.509 -0.104 -0.191
Cl -2.244 -0.174 -2.231 -0.113 -0.127 0.102 -0.356
C -2.740 2.734 -0.947 0.060 0.109 0.054 -0.019
C 1.803 4.291 4.131 -0.032 0.026 -0.004 -0.649
H -2.986 4.999 3.711 -0.004 0.001 -0.005 0.367
H 2.409 1.050 3.363 -0.026 0.004 0.029 0.481
H 2.717 2.676 5.208 0.005 0.001 0.004 0.398
C 4.600 3.422 -0.872 0.035 0.032 -0.014 -0.801
H -0.887 1.912 5.807 -0.003 -0.006 -0.005 0.405
C -1.966 3.531 4.900 0.015 0.024 -0.006 -0.758
H 4.017 -1.439 -0.828 0.055 -0.065 0.023 0.252
H -6.308 1.858 0.234 -0.005 -0.006 -0.004 0.414
H 3.225 -1.363 3.961 -0.032 0.002 0.006 0.291
H 4.006 -2.716 3.134 0.022 0.003 0.019 0.386
C -3.904 -0.659 3.433 -0.006 0.005 -0.020 -1.310
H -1.376 -1.502 4.809 0.012 0.033 0.000 0.280
C -5.122 3.022 -1.127 0.009 0.003 -0.014 -0.552
H -1.734 2.961 -1.278 0.003 -0.050 -0.017 0.356
Si 3.401 -0.932 1.512 0.005 -0.092 0.059 -0.070
H -0.613 0.674 3.695 0.014 -0.050 0.006 0.245
Cl 0.640 0.663 -3.218 0.024 0.013 0.056 -0.386
H 5.883 2.890 -2.509 0.003 -0.002 -0.001 0.378
H -4.779 -0.592 2.783 -0.019 0.003 0.035 0.356
C 3.205 -1.977 3.056 -0.002 0.012 0.000 -0.993
C -2.292 3.359 2.523 -0.020 -0.079 -0.023 -0.511
H 0.556 4.070 0.986 -0.014 -0.002 0.002 0.380
H -3.687 4.039 -2.357 -0.002 0.005 -0.001 0.410
C -1.133 1.624 3.699 -0.013 -0.034 -0.017 -0.026
Cl 0.493 -3.580 0.631 -0.036 0.194 0.185 -0.614
C 1.035 3.773 1.912 -0.037 -0.040 -0.007 -0.333
C 2.250 2.989 4.281 -0.024 -0.055 -0.008 -0.920
C 3.904 -2.028 0.084 0.004 -0.007 -0.017 -1.019
```
Positions in Å, forces in eV/Å.